Entry from the Open Molecules 2025 dataset: C25H45FFeO25 as an isolated structure (wB97M-V/def2-TZVPD).

```
97
C25H45FFeO25 | the Open Molecules 2025 dataset | wB97M-V/def2-TZVPD
Fe -2.56271 -0.07767 -0.92726
C 1.06256 0.19173 0.94470
C -0.29838 0.09591 0.23451
O -0.55411 0.41573 -0.90014
O -1.31065 -0.27496 0.78136
H 0.93955 0.98892 1.67780
H 1.88855 0.43837 0.27762
H 1.15512 -0.76704 1.45490
C -5.19021 2.58992 0.51840
C -4.15613 1.61697 0.02741
O -4.03327 0.48037 0.43179
O -3.21795 1.90821 -0.72271
H -4.84124 3.61346 0.65512
H -5.65854 2.26648 1.44800
H -6.01908 2.46564 -0.17848
C -2.71707 1.91770 4.03446
C -2.87293 3.33638 3.58835
O -1.50863 3.70691 3.19694
C -0.67839 2.73333 3.66648
O 0.57843 2.78164 3.60963
O -1.38374 1.72191 4.28125
F -3.26547 4.22429 4.50473
H -2.92579 1.17969 3.25995
H -3.28518 1.75896 4.95106
H -3.53348 3.28284 2.72296
C 0.75267 -1.08912 -3.44144
O 0.87914 -1.48717 -4.81813
C 0.90120 -0.52519 -5.80292
O 0.74788 0.69731 -5.64810
O 1.20770 -1.09214 -6.95778
C 1.45632 -0.28245 -8.11499
H -0.27496 -0.81492 -3.20296
H 1.54309 -0.39718 -3.15063
H 0.94650 -1.99791 -2.87169
H 2.17934 0.51728 -7.95451
H 0.50633 0.21170 -8.31856
H 1.66908 -0.82718 -9.03483
C -3.48408 -4.97489 6.38002
O -2.48913 -4.17366 5.82667
C -2.78283 -3.05058 5.22319
O -3.91834 -2.51729 5.14092
O -1.66158 -2.76087 4.52158
C -1.69901 -1.57730 3.80447
H -2.89586 -5.59794 7.05375
H -3.87046 -5.63844 5.60639
H -4.28664 -4.42629 6.87301
H -0.80740 -1.45870 3.18877
H -1.86420 -0.68386 4.40661
H -2.49265 -1.62741 3.05901
C 4.10130 4.69410 -1.41813
O 2.72174 4.24985 -1.23009
C 1.69939 5.01614 -1.62767
O 1.78779 5.93190 -2.41238
O 0.56683 4.57834 -1.14628
C 0.55488 3.61492 -0.02399
H 4.26022 4.72328 -2.49609
H 4.86190 3.99121 -1.07823
H 4.38094 5.71828 -1.17125
H 1.23023 3.99402 0.74301
H 0.90946 2.61933 -0.29076
H -0.45487 3.50662 0.37196
C 4.03709 1.22992 1.68475
O 3.95603 -0.17772 1.67323
C 4.47782 -0.91769 2.59825
O 4.96434 -0.56386 3.73621
O 4.22781 -2.11348 2.23829
C 4.60136 -3.21722 2.95290
H 4.82213 1.64993 2.31356
H 3.17448 1.53173 2.27881
H 4.01338 1.70873 0.70584
H 4.41795 -4.17555 2.46705
H 4.09883 -3.17772 3.91933
H 5.67384 -3.35830 3.08712
C 0.48574 -3.60018 1.28888
O 1.18120 -4.72760 0.87887
C 1.99503 -4.60659 -0.21074
O 2.27166 -3.49425 -0.76304
O 2.56633 -5.79261 -0.40534
C 3.54000 -5.86880 -1.32816
H -0.38043 -3.35281 0.67516
H 1.09546 -2.72354 1.50760
H 0.17224 -3.79938 2.31365
H 4.02310 -6.84552 -1.35550
H 4.33674 -5.17713 -1.05449
H 3.24431 -5.71674 -2.36621
C -3.22961 -0.33777 -5.54831
O -3.49204 0.87649 -5.01837
C -2.78469 1.31499 -3.97829
O -2.32830 0.59952 -3.13882
O -2.64953 2.70495 -4.07954
C -1.71564 3.49247 -3.45193
H -2.15236 -0.47379 -5.64381
H -3.59224 -0.45258 -6.56979
H -3.51171 -1.17038 -4.90387
H -1.38082 3.23439 -2.44725
H -1.84409 4.56854 -3.56887
H -0.80858 3.27008 -4.01396
```

Output
* 2S+1: 6
* E_LUMO (alpha / beta): -4.7 / -6.6 eV
* net charge: +1
* gap between HOMO and LUMO (alpha / beta): 7.5386 / 5.6975 eV
* energy: -114935.4422 eV